Entry 1:
{"formula": "C13H25IN6O3Ru", "method": "wB97M-V/def2-TZVPD", "charge": 3, "e_above_lowest_kcal_mol": 46.8, "s2": 0.76, "homo_lumo_gap_ev": [7.383, 3.073], "lumo_ev": [-9.83, -14.07], "multiplicity": 2, "homo_energy_ev": [-17.209, -17.138], "symbols": ["Ru", "N", "C", "C", "N", "C", "C", "N", "H", "H", "H", "H", "H", "H", "H", "H", "H", "H", "H", "H", "H", "N", "C", "O", "C", "I", "H", "H", "H", "H", "O", "C", "N", "C", "O", "C", "C", "C", "C", "N", "C", "H", "H", "H", "H", "H", "H", "H", "H"], "coordinates": [[1.11330, -0.81980, 0.45886], [2.15396, 0.56761, -0.76881], [2.55255, 1.74807, 0.06199], [3.06799, 1.19922, 1.37208], [2.01348, 0.31022, 1.96015], [2.55042, -0.60959, 3.01395], [1.48849, -1.64040, 3.32971], [1.05095, -2.22968, 2.02412], [2.99643, 0.10589, -1.12093], [1.67225, 0.87454, -1.61401], [1.67136, 2.37469, 0.20357], [3.31652, 2.33970, -0.44202], [3.32883, 1.99312, 2.07247], [3.96111, 0.59282, 1.20684], [1.31538, 0.91535, 2.39416], [2.84700, -0.04917, 3.90154], [3.44339, -1.08771, 2.60556], [0.62670, -1.19041, 3.81919], [1.87073, -2.41483, 3.99398], [0.17450, -2.74638, 2.12045], [1.71078, -2.96384, 1.74371], [-1.28535, -3.00127, -1.79897], [0.00754, -3.03052, -1.58247], [0.62469, -2.04572, -1.06308], [0.78080, -4.24220, -1.95985], [1.15824, -5.34976, -0.16877], [-1.84362, -2.19798, -1.54926], [-1.75810, -3.77165, -2.25261], [1.74248, -3.96990, -2.38361], [0.23625, -4.90177, -2.62838], [-3.04255, 2.06855, -4.63998], [-3.05785, 3.04651, -3.63500], [-2.43711, 2.36170, -2.50110], [-2.76506, 2.65634, -1.23175], [-3.48262, 3.56414, -0.88691], [-2.18334, 1.76901, -0.13547], [-2.82460, 1.80909, 1.10127], [-2.33310, 1.04509, 2.14657], [-1.18862, 0.29954, 1.94794], [-0.54007, 0.28698, 0.76815], [-1.04830, 0.99620, -0.26372], [-3.34126, 2.44610, -5.47533], [-4.06333, 3.35760, -3.34431], [-2.47320, 3.92896, -3.90526], [-2.00873, 1.48724, -2.75726], [-3.69588, 2.44524, 1.20744], [-2.81858, 1.02973, 3.11289], [-0.77454, -0.30033, 2.74303], [-0.51028, 0.94368, -1.20077]], "atomic_forces_ev_per_a": [[1.118, 0.931, 1.089], [-0.463, 0.469, -0.765], [0.116, -0.350, -0.215], [-0.231, -0.043, 0.283], [0.417, -0.091, 0.056], [-0.123, 0.300, -0.018], [0.101, -0.194, -0.386], [-0.896, -0.797, 0.237], [-0.083, 0.060, 0.055], [0.265, 0.113, 0.030], [-0.012, 0.000, 0.049], [-0.011, 0.053, 0.049], [0.059, 0.029, -0.038], [-0.026, 0.007, -0.007], [0.148, 0.005, 0.078], [0.029, -0.041, 0.030], [-0.031, -0.010, -0.003], [0.001, 0.018, 0.050], [0.016, 0.054, 0.041], [0.180, 0.003, 0.255], [-0.068, 0.098, 0.072], [-0.711, -0.065, -0.203], [1.203, 1.012, 0.683], [-0.782, -1.441, -1.273], [-0.039, -0.183, -0.042], [0.021, 0.008, -0.009], [0.124, -0.124, 0.045], [0.047, 0.050, 0.058], [-0.033, 0.009, 0.019], [0.036, -0.008, -0.025], [-0.074, 0.296, 0.715], [0.038, 0.109, -0.944], [-1.076, 0.935, 1.549], [3.159, -4.167, -2.589], [-1.617, 2.388, 0.754], [-0.611, 0.486, 0.824], [-0.305, 0.225, -0.003], [-0.091, 0.051, 0.035], [-0.274, 0.296, -0.245], [-0.061, -0.125, -0.603], [0.383, 0.050, -0.162], [0.038, 0.017, -0.181], [-0.215, 0.005, 0.083], [0.037, -0.003, 0.033], [0.228, -0.238, 0.237], [-0.043, -0.166, 0.268], [-0.038, 0.059, -0.022], [0.031, -0.017, -0.050], [0.121, -0.072, 0.104]]}

=====

Entry 2:
{"formula": "C6H13N4O2", "method": "wB97M-V/def2-TZVPD", "charge": 1, "e_above_lowest_kcal_mol": 153.9, "homo_lumo_gap_ev": [8.209, 8.210], "lumo_ev": [-4.34, -4.34], "homo_energy_ev": [-12.551, -12.551], "symbols": ["C", "C", "C", "C", "C", "C", "N", "N", "N", "N", "O", "O", "H", "H", "H", "H", "H", "H", "H", "H", "H", "H", "H", "H", "H"], "coordinates": [[0.45374, 1.38964, 0.06552], [-0.65808, -0.95457, -0.28517], [2.78363, 0.04337, -1.23971], [2.69439, -1.14988, 0.97301], [-2.34946, -0.07653, 1.32043], [-2.81404, 0.22516, -1.08604], [-0.99855, 1.42770, -0.04713], [0.92194, 0.14283, 0.28811], [2.17916, -0.16624, 0.12586], [-1.71692, 0.24834, -0.03921], [1.13517, 2.34324, 0.17394], [-0.93586, -2.07494, -0.38104], [2.18331, -0.34414, -2.00352], [2.80391, 1.06313, -1.44417], [3.92252, -0.21887, -1.11664], [3.45705, -0.65920, 1.70038], [1.98129, -1.50437, 1.59321], [3.16520, -1.96402, 0.41427], [-3.24260, 0.53415, 1.54085], [-2.82541, -1.10812, 1.14125], [-1.49657, 0.12452, 2.03061], [-3.24078, 1.13931, -1.10120], [-2.52377, -0.05602, -2.11711], [-3.40684, -0.70390, -0.74077], [-1.47246, 2.29942, 0.23424]], "atomic_forces_ev_per_a": [[-2.264, -0.389, 0.495], [2.687, 1.634, 0.189], [2.869, -0.303, 3.128], [4.319, 0.647, 0.704], [-0.102, -0.708, -0.516], [1.002, -5.324, 0.213], [2.012, 1.141, -0.343], [-1.137, -2.677, 0.070], [-1.428, 1.091, -2.952], [-1.674, -0.807, 0.152], [0.361, 1.941, -0.336], [-0.441, 0.547, 0.078], [-0.548, -1.630, -1.088], [-0.036, 2.064, -0.017], [-2.454, -0.126, -0.780], [-0.831, -0.899, -1.335], [-2.513, -1.294, 1.797], [-0.007, 0.155, 0.166], [0.727, 0.365, -0.325], [1.448, 1.147, 1.043], [-1.288, -0.912, -0.319], [-1.908, 2.706, 0.250], [0.703, 0.407, 0.694], [0.150, 2.030, -0.723], [0.350, -0.807, -0.247]]}

=====

Entry 3:
{"formula": "C4H6N2OS", "method": "wB97M-V/def2-TZVPD", "charge": 0, "e_above_lowest_kcal_mol": 78.9, "smiles": "CS[C@H]1C=N1.N=C=O", "homo_lumo_gap_ev": 9.800, "lumo_ev": 0.74, "homo_energy_ev": -9.057, "symbols": ["C", "C", "C", "C", "N", "N", "O", "S", "H", "H", "H", "H", "H", "H"], "coordinates": [[-0.60952, 1.06838, 0.59493], [0.41976, 1.90251, 0.00768], [3.19210, -0.66767, -0.01269], [-2.36093, -0.87189, -0.30066], [-0.68945, 2.00520, -0.56422], [2.72022, -1.69707, -0.38048], [3.78494, 0.30795, 0.18016], [-0.64264, -0.70214, 0.29141], [-1.10045, 1.35487, 1.51576], [-2.83993, -1.66632, 0.26312], [-2.34587, -1.11026, -1.35772], [-2.87033, 0.07121, -0.13303], [1.90938, -2.21411, -0.11921], [1.43273, 2.21935, 0.01495]], "atomic_forces_ev_per_a": [[0.332, -0.711, 0.334], [-1.129, -0.524, 0.172], [0.112, -0.101, -0.367], [0.412, -0.088, 0.180], [0.463, 0.491, -0.300], [-0.173, -0.909, -0.277], [0.318, 0.994, 0.479], [-0.162, 0.269, 0.004], [-0.121, 0.151, -0.002], [-0.115, -0.006, -0.034], [-0.130, 0.022, -0.091], [-0.113, 0.005, -0.027], [-0.276, 0.049, 0.149], [0.581, 0.359, -0.219]]}